Molecular formula: C26H37N5O5S
Method: DFT, wB97M-V/def2-TZVPD

Output
Energy relative to the best compared isomer or geometry (same formula, charge and spin) ... 0.0 kcal per mole
HOMO-LUMO gap ... 8.05 eV
Charge ... 0
SMILES string ... COc1ccc(N(CC(=O)NCCC(C)C)C(=O)c2snc(C(=O)NC3CCCCC3)c2N)c(OC)c1
HOMO energy ... -0.2940 Eh
LUMO ... 0.0526 eV
Total energy ... -2061.1937 Ha

Each line ends with the Mulliken charge.
Atoms and positions in Å:
S  1.02149  -0.64276  -0.44182  0.098
O  2.33366  -4.97336  -2.83591  -0.457
O  -3.26061  -3.94585  1.13845  -0.679
O  -0.53918  -1.20325  -3.20991  -0.315
O  0.72068  4.13085  0.00820  -0.798
O  -2.86433  0.08862  -0.50481  -0.956
N  -1.87970  -1.88871  -0.95649  0.608
N  -1.36241  2.39602  -0.51486  -0.299
N  1.80027  0.75775  -0.20070  -0.610
N  2.81120  3.23335  0.17894  -0.076
N  -3.90435  -1.77822  1.30348  -0.062
C  -4.01026  -1.73417  2.74422  -0.911
C  -1.82688  -0.55688  -0.70736  1.210
C  4.25285  6.69644  -0.42063  -0.764
C  -2.84858  -0.94022  3.34660  -0.443
C  -4.02645  -0.17601  5.45386  -1.496
C  1.30005  -4.27241  -2.30066  0.288
C  2.76656  -6.13993  -2.17624  -0.855
C  1.48113  3.16990  -0.00643  0.344
C  -2.83416  -0.93661  4.87823  0.666
C  3.92531  6.35346  2.03847  -0.754
C  -0.10634  -2.32541  -2.57767  1.421
C  -0.78198  -2.66666  -1.38757  -1.069
C  3.56338  4.44731  0.44852  -0.270
C  0.15448  -0.76555  -4.35388  -1.027
C  -3.45103  -2.85365  0.64100  0.598
C  -0.54041  0.09845  -0.59799  0.222
C  -1.53043  -0.31490  5.37706  -1.599
C  0.98906  1.79373  -0.23001  0.629
C  3.10323  5.10073  1.75505  -0.694
C  -0.39062  1.48063  -0.44566  -0.726
C  0.61215  -4.61879  -1.14554  -0.833
C  3.43080  5.44412  -0.70633  -0.687
C  -3.16631  -2.56137  -0.84128  -1.139
C  -0.42431  -3.81422  -0.70304  -0.832
C  3.80197  7.34386  0.88491  -0.565
C  0.93303  -3.12671  -3.01137  -0.123
H  3.59440  -6.52329  -2.77050  0.255
H  -1.49508  -0.32159  6.46401  0.442
H  -3.89499  -0.88946  0.81166  0.240
H  -1.91650  -1.38334  2.98584  0.270
H  -0.33763  0.15690  -4.65777  0.261
H  4.97495  6.07865  2.17131  0.357
H  3.20351  4.38606  2.57517  0.334
H  0.86306  -5.50276  -0.58397  0.419
H  -1.10516  3.35294  -0.31594  0.228
H  3.11832  -5.92023  -1.16362  0.341
H  2.04944  5.36319  1.65754  0.281
H  -3.12224  -3.49857  -1.39552  0.453
H  1.20521  -0.56056  -4.12723  0.390
H  3.76440  4.97350  -1.63396  0.342
H  3.58093  6.81530  2.96565  0.341
H  -1.44873  0.71571  5.03773  0.327
H  4.14217  7.40293  -1.24534  0.339
H  -2.31480  2.06540  -0.54565  0.207
H  5.31054  6.42996  -0.34795  0.353
H  -2.87991  -1.97463  5.22563  0.264
H  -0.97432  -4.08822  0.18408  0.512
H  2.37871  5.70800  -0.81642  0.285
H  3.29344  2.34735  0.15396  0.385
H  -2.89004  0.08896  2.98013  0.329
H  -4.96876  -1.27985  3.00729  0.270
H  -4.96462  -0.65804  5.19313  0.370
H  -3.94225  -1.91077  -1.25397  0.593
H  4.61354  4.14974  0.54652  0.452
H  -3.95838  -0.13734  6.53875  0.435
H  -3.99035  -2.76647  3.10117  0.357
H  2.76070  7.65766  0.78996  0.333
H  1.97387  -6.89309  -2.13151  0.339
H  -4.04282  0.84433  5.07637  0.309
H  -0.67168  -0.86791  5.00343  0.385
H  4.40492  8.23102  1.08900  0.306
H  1.48218  -2.90650  -3.91123  0.495
H  0.09080  -1.49648  -5.16555  0.358

Molecular formula: C13H23BCaN6OSi
Method: DFT, wB97M-V/def2-TZVPD

Output
Energy relative to the best compared isomer or geometry (same formula, charge and spin) ... 35.3 kcal per mole
HOMO-LUMO gap (spin up / spin down) ... 2.38 / 3.30 eV
Charge ... +2
HOMO energy (spin up / spin down) ... -0.5006 / -0.5006 Eh
LUMO (spin up / spin down) ... -11.2462 / -10.3208 eV
Total energy ... -1904.3370 Ha

Each line ends with the Mulliken charge.
Atoms and positions in Å:
Ca  0.16152  -1.63427  0.81502  1.681
Si  0.59147  0.13930  3.88255  0.178
O  0.60683  -0.21983  2.30783  -0.617
N  1.26679  -0.22787  -1.00425  -0.310
N  -1.02044  -1.41967  -1.81924  -0.047
N  -0.34452  1.63586  -3.27184  0.422
N  -0.86067  1.97566  -2.03529  -0.526
N  -0.64579  -0.98662  -3.09199  0.032
N  1.46409  0.05807  -2.34690  -0.119
C  -0.47193  2.69188  -4.11499  -0.019
C  -1.85893  -2.45925  -2.01356  -0.059
C  3.47823  -0.05146  -1.42245  -0.925
C  -1.91659  -2.78866  -3.37794  -0.943
C  -1.06273  3.73867  -3.40332  -0.579
C  0.37373  -1.50377  4.81268  -1.039
C  -2.13079  -1.59879  1.32369  -0.840
C  -1.13526  -1.83607  -4.02264  -0.028
C  -1.26981  3.22902  -2.09781  -0.166
C  2.10294  1.07706  4.54448  -1.062
C  2.78749  0.11757  -2.61657  -0.107
C  2.49230  -0.21717  -0.43665  -0.072
C  -0.93766  1.17600  4.30148  -1.053
B  0.31710  0.20615  -3.38860  0.244
H  -0.99481  1.38866  5.37946  0.363
H  0.54120  -1.38965  5.89418  0.348
H  4.54519  -0.05453  -1.29123  0.442
H  2.08143  1.17065  5.64313  0.342
H  3.13384  0.25542  -3.63645  0.458
H  -1.85319  -1.07200  0.39591  0.168
H  -1.84916  0.63719  4.00671  0.289
H  -1.31285  4.71608  -3.75103  0.454
H  -0.88264  -1.70173  -5.06769  0.474
H  -0.92022  2.13212  3.76009  0.293
H  -2.45121  -3.60132  -3.82997  0.437
H  -1.48463  -2.47160  1.59617  0.269
H  -2.17500  -0.88281  2.14547  0.153
H  -0.14387  2.62701  -5.13983  0.484
H  0.75039  0.11024  -4.50603  -0.075
H  3.04272  0.57150  4.27850  0.298
H  -2.39177  -2.92107  -1.19252  0.430
H  -3.12892  -1.99909  1.16010  0.412
H  2.61658  -0.30381  0.63770  0.562
H  -1.68626  3.73543  -1.24096  0.490
H  2.15210  2.09894  4.13770  0.296
H  -0.64947  -1.88418  4.66539  0.284
H  1.07318  -2.26326  4.43149  0.282

Molecular formula: H24O12
Method: DFT, wB97M-V/def2-TZVPD

Output
Energy relative to the best compared isomer or geometry (same formula, charge and spin) ... 100.1 kcal per mole
HOMO-LUMO gap ... 10.41 eV
Charge ... 0
SMILES string ... O.O.O.O.O.O.O.O.O.O.O.O
HOMO energy ... -0.3985 Eh
LUMO ... -0.4306 eV
Total energy ... -917.1658 Ha

Each line ends with the Mulliken charge.
Atoms and positions in Å:
O  -3.45599  -2.82437  0.03074  -0.617
O  -0.20737  -0.40067  0.00571  -0.398
O  -4.29130  2.59107  0.95199  -0.616
O  3.13403  0.20284  -1.91465  -0.579
O  -1.10076  -0.67030  -4.68840  -0.607
O  -2.05213  3.79946  -0.57448  -0.573
O  -0.37648  -1.68487  2.71857  -0.582
O  3.67488  -0.95337  1.44332  -0.695
O  -0.98921  2.84336  3.24063  -0.600
O  0.66874  -1.26149  -2.03220  -0.430
O  2.02988  -2.22291  0.58608  -0.615
O  2.08376  1.45715  1.37298  -0.595
H  1.52694  -1.18574  -2.46433  0.275
H  0.54369  -0.88086  0.37222  0.132
H  2.87614  1.05945  0.99489  0.280
H  2.90012  -0.74657  0.90856  0.381
H  -1.16673  2.71918  2.30146  0.260
H  0.14184  -1.78419  -2.64714  0.254
H  1.43469  1.40808  0.66214  0.289
H  -1.71258  3.36168  0.21421  0.247
H  1.10169  -2.33423  0.82071  0.241
H  -0.76428  -0.91242  -3.81826  0.308
H  2.47479  -2.94838  1.03857  0.308
H  -2.69291  -3.40862  0.10389  0.310
H  -1.91305  -0.18705  -4.49959  0.295
H  -4.26335  1.88147  0.30032  0.315
H  -3.50070  2.45105  1.48522  0.306
H  -0.03825  0.51746  0.24534  0.186
H  4.01262  0.51472  -1.67012  0.294
H  -0.06046  2.60446  3.33734  0.338
H  -2.67882  3.16644  -0.94263  0.315
H  -1.07266  -1.22552  3.20160  0.297
H  3.19051  0.06572  -2.86702  0.277
H  -3.41156  -2.49264  -0.87312  0.306
H  -0.37316  -1.26143  1.85273  0.400
H  4.32745  -1.25801  0.80274  0.294

Molecular formula: C40H46AsCrN9Sb
Method: DFT, wB97M-V/def2-TZVPD

Output
Spin multiplicity ... 4
Energy relative to the best compared isomer or geometry (same formula, charge and spin) ... 0.8 kcal per mole
HOMO-LUMO gap (spin up / spin down) ... 5.99 / 6.31 eV
Charge ... +2
HOMO energy (spin up / spin down) ... -0.4504 / -0.4513 Eh
LUMO (spin up / spin down) ... -6.2675 / -5.9661 eV
Total energy ... -5564.6971 Ha

Each line ends with the Löwdin spin population.
Atoms and positions in Å:
Sb  -0.31946  -4.38415  -0.66896  0.002
As  2.27688  2.20679  0.08721  0.001
Cr  -1.28773  -1.01265  -0.77825  2.916
N  -3.23398  2.45541  -1.81688  0.005
N  -1.41883  -2.22106  -2.62496  0.000
N  -5.04488  1.04600  -1.16401  -0.003
N  2.05848  -2.49955  -0.60050  0.001
N  -2.27245  -2.25712  0.62425  -0.013
N  -4.67204  -1.19064  -0.94364  0.005
N  -5.31177  3.30884  -1.37047  0.006
N  -2.83906  0.20125  -1.21920  -0.010
N  -0.35446  0.36735  -1.97868  -0.016
C  0.10319  0.15067  3.36946  0.009
C  -0.40328  -0.27220  0.80611  -0.059
C  -4.18636  0.04244  -1.10278  0.004
C  0.19184  -3.06059  -4.73001  0.006
C  3.23525  -2.06003  -0.14697  0.000
C  -3.50810  -0.42328  1.79863  0.001
C  -0.16930  -0.07724  1.98598  0.061
C  3.61588  0.80262  2.29728  0.000
C  3.74979  -2.45872  1.08824  0.000
C  -0.48598  -3.17751  -2.44208  0.009
C  -3.07076  -1.84774  1.63620  0.004
C  -1.07954  1.47288  -2.21406  0.005
C  0.87831  0.28327  -2.45596  0.008
C  1.30814  3.92192  0.35223  0.000
C  -0.20118  3.79364  0.50551  0.000
C  0.35844  1.42493  3.87430  0.008
C  -1.63635  -1.75831  -3.87717  0.005
C  -3.15555  -4.08022  2.53122  0.006
C  1.40718  1.27127  -3.27594  -0.002
C  0.65760  2.40381  -3.53418  0.006
C  -0.83291  -2.15713  -4.93640  0.001
C  3.03798  -3.33491  1.87519  0.000
C  4.70452  3.89788  -0.52913  0.000
C  0.11883  -0.94878  4.23513  0.008
C  0.34026  -3.60830  -3.46789  0.000
C  -2.78645  -0.83943  -4.15954  0.001
C  4.04153  -1.13543  -1.00718  0.000
C  0.64517  0.49896  6.07484  0.007
C  1.83162  -3.82202  1.38866  0.000
C  1.39001  -3.37612  0.15657  0.001
C  3.66660  2.95713  -1.12032  0.000
C  0.39221  -0.77429  5.58000  -0.001
C  3.19453  2.18829  1.83474  0.000
C  -2.30065  -4.47681  1.51262  -0.001
C  -2.46342  1.41891  -1.69395  0.006
C  -1.86138  -3.54637  0.58613  0.009
C  -3.52267  -2.75610  2.59172  -0.002
C  0.62575  1.59411  5.22215  -0.001
C  -0.60949  2.52226  -2.97497  -0.001
C  -4.52723  2.24613  -1.43074  0.003
H  1.43467  -0.60333  -2.17255  0.000
H  4.70768  -2.07675  1.41270  0.000
H  -3.55327  -0.90295  -3.39790  0.000
H  -2.91694  0.27346  1.21964  0.000
H  4.46729  0.43668  1.72039  0.000
H  -2.45719  0.19701  -4.26048  0.000
H  5.32049  4.33646  -1.31500  0.000
H  -5.67200  -1.30377  -0.90412  0.000
H  -0.06855  -1.93845  3.83516  0.001
H  1.08499  -4.37233  -3.28570  0.000
H  -1.23663  3.38704  -3.13281  0.000
H  -3.23679  -1.12350  -5.11022  0.000
H  2.40870  1.15816  -3.66601  0.000
H  1.05415  3.19794  -4.15175  0.000
H  -4.16710  -2.39274  3.37988  0.000
H  -6.28337  3.20207  -1.13057  0.000
H  -4.07928  -2.00110  -0.98724  0.001
H  2.80761  0.07646  2.18991  0.000
H  1.73744  4.41649  1.22541  0.000
H  -1.03631  -1.76358  -5.92228  0.000
H  -3.51234  -4.79015  3.26517  0.000
H  -4.56555  -0.32311  1.54706  0.000
H  -1.97382  -5.50659  1.44497  0.000
H  3.09027  3.47958  -1.88923  0.000
H  1.26595  -4.55268  1.95376  0.000
H  -0.66747  4.77666  0.58830  0.000
H  0.82305  2.58457  5.60825  0.000
H  3.50939  -0.86484  -1.91622  0.000
H  5.37797  3.38064  0.15412  0.000
H  -0.64663  3.29154  -0.35523  0.000
H  1.54355  4.55662  -0.50421  0.000
H  2.48601  2.62577  2.54129  0.000
H  0.85709  0.63716  7.12604  0.000
H  -0.48586  3.21614  1.38686  0.000
H  4.15595  2.11956  -1.62434  0.000
H  0.35215  2.27955  3.21126  0.000
H  -3.39854  -0.14986  2.84797  0.000
H  3.92051  0.81567  3.34496  0.000
H  0.83076  -3.36712  -5.54670  0.000
H  0.41327  -1.62785  6.24293  0.000
H  4.24004  4.71793  0.02087  0.000
H  -4.94993  4.21402  -1.61846  0.000
H  3.41870  -3.65543  2.83523  0.000
H  4.30143  -0.22310  -0.46722  0.000
H  4.04877  2.86320  1.80193  0.000
H  4.97495  -1.62119  -1.29542  0.000